(1)
Density functional theory data (ωB97M-V/def2-TZVPD) for a structure of composition C17H13ClFeN2O6 at a distorted geometry.

Last column: Mulliken charge in e.
CARTESIAN COORDINATES (ANGSTROEM)
C1 -1.956 0.922 0.827  -0.48
C2 -2.134 2.131 0.115  -0.70
C3 -0.964 2.979 0.391  -0.29
H1 -2.993 2.404 -0.501  0.43
C4 -0.086 2.205 1.243  -0.97
C5 -0.721 0.979 1.538  -0.63
H2 -0.388 0.230 2.248  0.66
H3 -2.637 0.080 0.857  0.38
H4 -0.878 4.054 0.207  0.82
H5 0.852 2.549 1.671  0.34
Fe1 -0.520 2.564 -1.900  0.25
Cl1 -1.364 0.798 -2.751  -0.57
C6 0.320 3.148 -3.839  -0.42
C7 1.139 3.802 -2.866  -0.41
C8 0.332 4.745 -2.151  -0.41
H6 2.208 3.636 -2.733  0.38
C9 -1.011 4.639 -2.637  -0.61
C10 -1.019 3.663 -3.697  -0.26
H7 -1.854 3.449 -4.349  0.41
H8 0.645 2.391 -4.549  0.40
H9 0.687 5.448 -1.399  0.41
H10 -1.886 5.199 -2.287  0.34
O1 2.751 -0.512 0.680  -0.78
C11 1.686 -0.927 0.209  0.23
O2 0.904 -0.529 -0.676  -0.58
C12 1.210 -2.254 0.865  -0.01
C13 -0.153 -2.521 1.010  -0.32
C14 -0.572 -3.702 1.664  -0.05
C15 0.350 -4.682 2.058  -0.31
C16 1.715 -4.421 1.867  0.00
C17 2.140 -3.211 1.279  -0.41
N1 2.701 -5.405 2.243  0.97
O3 2.303 -6.484 2.728  -0.63
O4 3.909 -5.145 2.057  -0.61
N2 -1.961 -3.873 1.990  0.97
O5 -2.759 -2.959 1.686  -0.58
O6 -2.320 -4.920 2.566  -0.64
H11 -0.895 -1.825 0.631  0.66
H12 0.015 -5.601 2.528  0.53
H13 3.205 -3.044 1.175  0.51

Cartesian forces (eV/Å) of the 3 atoms listed first:
C 0.4 0.9 0.1
C 0.7 0.3 0.9
C -0.2 -1.2 -0.3

Computed properties:
- Multiplicity: 5
- Max |F|: 0.0571 hartree/bohr
- DFT total energy: -2940.3085 Eh
- Charge: -2

(2)
Density functional theory data (ωB97M-V/def2-TZVPD) for a structure of composition C39H82Br31NO3P at a distorted geometry.

Last column: Mulliken charge in e.
CARTESIAN COORDINATES (ANGSTROEM)
C1 -1.845 -4.697 2.885  -0.90
C2 -1.675 -4.034 1.532  -0.36
O1 -1.938 -2.615 1.611  -0.08
C3 -0.799 -1.828 1.347  -0.73
C4 -1.173 -0.374 1.470  -1.15
N1 -1.543 0.309 0.152  0.79
C5 -0.321 1.035 -0.380  -0.69
C6 0.829 0.181 -0.824  0.62
O2 1.645 -0.174 0.291  -0.43
C7 -2.219 -0.647 -0.797  -1.77
C8 -2.879 -0.046 -2.025  0.64
C9 -3.806 -1.104 -2.617  -1.72
Br1 -1.568 0.333 -3.406  -0.03
P1 -2.674 1.625 0.640  0.57
O3 -2.827 2.693 -0.333  -0.68
H1 -2.289 -4.019 3.607  0.18
H2 -2.492 -5.567 2.825  0.30
H3 -0.903 -5.043 3.301  0.23
H4 -0.660 -4.197 1.173  0.34
H5 -2.389 -4.448 0.826  0.33
H6 -0.343 -2.083 0.388  0.49
H7 -0.039 -2.026 2.109  0.32
H8 -0.385 0.183 1.962  0.44
H9 -2.059 -0.319 2.095  0.51
H10 0.046 1.674 0.424  -0.18
H11 -0.605 1.704 -1.180  0.90
H12 0.540 -0.693 -1.404  0.22
H13 1.413 0.817 -1.495  -0.55
H14 1.907 -1.113 0.187  0.01
H15 -1.532 -1.413 -1.143  0.45
H16 -2.974 -1.161 -0.204  0.68
H17 -3.481 0.835 -1.829  0.49
H18 -4.490 -1.494 -1.866  0.45
H19 -3.203 -1.909 -3.032  0.41
H20 -4.341 -0.672 -3.456  0.44
H21 -2.032 2.088 1.789  0.12
H22 -3.845 0.996 1.078  -0.04
Br2 -6.560 1.875 2.530  -0.15
C10 -7.112 0.008 2.673  -0.39
C11 -6.296 -0.735 3.691  0.07
Br3 -4.514 -1.118 3.000  -0.12
H23 -7.025 -0.416 1.677  0.34
H24 -8.161 0.033 2.960  0.11
H25 -6.741 -1.704 3.913  0.23
H26 -6.162 -0.183 4.613  0.00
Br4 -7.417 1.646 6.211  -0.10
C12 -7.170 1.055 8.051  -0.23
C13 -6.415 -0.245 8.110  -0.67
Br5 -7.522 -1.759 7.585  -0.15
H27 -8.159 0.990 8.490  0.24
H28 -6.610 1.847 8.543  0.10
H29 -6.099 -0.451 9.130  0.43
H30 -5.551 -0.254 7.453  0.38
Br6 1.489 3.276 1.607  -0.09
C14 1.817 4.561 0.180  -0.59
C15 0.944 4.284 -1.011  -0.68
Br7 1.592 2.743 -2.003  -0.01
H31 2.876 4.506 -0.053  0.35
H32 1.586 5.536 0.603  0.41
H33 0.964 5.116 -1.711  0.49
H34 -0.083 4.071 -0.731  0.25
Br8 4.164 0.162 -2.935  -0.10
C16 3.731 -0.432 -4.733  -0.49
C17 2.280 -0.808 -4.826  -0.36
Br9 1.951 -2.545 -3.999  -0.17
H35 4.387 -1.261 -4.972  0.44
H36 3.962 0.411 -5.380  0.29
H37 1.976 -0.922 -5.863  0.44
H38 1.623 -0.098 -4.334  -0.10
Br10 7.860 5.034 -2.605  -0.13
C18 8.029 3.102 -2.437  0.15
C19 6.728 2.458 -2.044  -0.50
Br11 6.332 2.746 -0.160  -0.13
H39 8.816 2.920 -1.712  -0.04
H40 8.353 2.752 -3.414  -0.06
H41 6.784 1.379 -2.159  0.29
H42 5.879 2.838 -2.602  0.41
Br12 -6.804 -7.194 4.865  -0.16
C20 -6.832 -5.451 4.012  -0.63
C21 -5.437 -4.919 3.821  -0.46
Br13 -4.683 -4.294 5.502  -0.10
H43 -7.440 -4.804 4.637  0.34
H44 -7.323 -5.594 3.051  0.44
H45 -5.439 -4.053 3.160  0.12
H46 -4.758 -5.670 3.434  0.46
Br14 -10.239 2.395 10.123  -0.12
C22 -9.568 4.087 10.808  -0.56
C23 -8.332 4.548 10.086  -0.58
Br15 -6.748 3.554 10.632  -0.14
H47 -9.397 3.946 11.870  0.38
H48 -10.376 4.799 10.659  0.34
H49 -8.118 5.585 10.336  0.36
H50 -8.412 4.443 9.009  0.37
Br16 9.734 2.338 -6.019  -0.10
C24 11.657 2.406 -5.718  -0.58
C25 12.009 2.138 -4.280  -0.64
Br17 11.598 3.668 -3.155  -0.12
H51 11.985 3.386 -6.049  0.35
H52 12.082 1.641 -6.365  0.37
H53 13.079 1.972 -4.180  0.37
H54 11.469 1.292 -3.866  0.37
Br18 6.733 -0.090 -6.979  -0.11
C26 7.744 0.432 -8.560  -0.31
C27 7.137 -0.110 -9.824  -0.39
Br19 7.509 -2.006 -10.039  -0.15
H55 8.761 0.093 -8.399  0.45
H56 7.726 1.519 -8.563  -0.02
H57 7.581 0.372 -10.690  0.16
H58 6.059 0.004 -9.860  0.41
Br20 10.275 2.397 4.210  -0.15
C28 10.435 3.634 2.719  -0.61
C29 9.522 3.262 1.582  -0.57
Br21 10.196 1.733 0.586  -0.13
H59 11.480 3.639 2.428  0.39
H60 10.162 4.609 3.116  0.38
H61 9.460 4.076 0.862  0.35
H62 8.525 2.999 1.915  0.34
Br22 -6.239 -9.615 7.790  -0.15
C30 -6.641 -8.253 9.117  -0.58
C31 -5.861 -6.989 8.869  -0.23
Br23 -3.997 -7.163 9.394  -0.13
H63 -6.435 -8.691 10.088  0.40
H64 -7.707 -8.059 9.023  0.34
H65 -6.259 -6.175 9.472  0.34
H66 -5.864 -6.702 7.821  0.01
Br24 2.527 -3.377 0.972  -0.06
C32 2.705 -3.758 2.877  -0.56
C33 3.510 -5.006 3.108  -0.62
Br25 2.470 -6.597 2.707  -0.14
H67 1.699 -3.839 3.277  0.24
H68 3.199 -2.888 3.304  0.44
H69 3.784 -5.085 4.158  0.39
H70 4.403 -5.046 2.494  0.39
Br26 -10.684 0.237 2.090  -0.11
C34 -10.112 0.746 0.303  -0.55
C35 -10.229 -0.395 -0.671  -0.56
Br27 -8.804 -1.701 -0.422  -0.14
H71 -9.093 1.110 0.391  0.28
H72 -10.765 1.566 0.013  0.38
H73 -10.119 -0.036 -1.692  0.35
H74 -11.166 -0.933 -0.572  0.38
Br28 6.710 3.132 -12.231  -0.12
C36 7.986 3.955 -11.017  -0.46
C37 9.406 3.788 -11.487  -0.55
Br29 10.051 1.976 -11.200  -0.14
H75 7.822 3.506 -10.043  0.16
H76 7.720 5.009 -10.980  0.38
H77 10.068 4.431 -10.911  0.35
H78 9.529 3.995 -12.544  0.38
Br30 -2.127 0.256 -7.043  -0.15
C38 -1.543 1.970 -7.750  -0.53
C39 -0.046 1.947 -7.885  -0.66
Br31 0.809 2.048 -6.143  -0.07
H79 -1.903 2.735 -7.070  0.34
H80 -2.014 2.092 -8.722  0.37
H81 0.323 2.794 -8.459  0.37
H82 0.297 1.023 -8.339  0.35

Cartesian forces (eV/Å) of the 3 atoms listed first:
C 0.1 -0.2 0.3
C -0.2 0.2 0.3
O 0.0 -0.1 -0.4

Computed properties:
- Max |F|: 0.0470 hartree/bohr
- DFT total energy: -81951.2682 Eh
- Charge: +1